Entry 1:
The following is a quantum chemistry calculation of a molecular structure, C55H72GeKN6O4 in a non-equilibrium geometry, from the Open Molecules 2025 dataset.

Values from the calculation:
Orbital gap, eV: 3.340
ΔE to the lowest compared entry with this formula, charge and spin, kJ/mol: 625.3

The geometry in ORCA input format:
```
! wB97M-V def2-TZVPD RIJCOSX def2/J DEFGRID3
* xyz -1 1
K -0.827 1.045 -0.087
C 2.585 3.314 -0.920
N 1.343 3.228 -0.181
C 0.439 4.279 -0.627
C -0.175 4.060 -2.013
C -1.645 3.613 -2.016
N -1.764 2.191 -2.056
C -2.598 1.680 -2.867
C -2.815 0.289 -3.116
C -3.521 -0.033 -4.282
C -3.691 -1.323 -4.721
C -3.132 -2.360 -3.969
C -2.477 -2.091 -2.803
C -2.314 -0.771 -2.272
O -1.784 -0.591 -1.143
C 1.582 3.399 1.245
C 2.397 2.308 1.928
C 1.709 0.937 1.990
N 0.310 1.046 2.278
C -0.075 1.138 3.481
C -1.475 1.208 3.823
C -1.913 0.935 5.121
C -3.254 0.857 5.430
C -4.203 1.023 4.428
C -3.798 1.368 3.156
C -2.447 1.474 2.841
O -2.093 2.130 1.665
H 3.089 4.287 -0.751
H 2.391 3.206 -1.986
H 3.260 2.515 -0.623
H 0.978 5.250 -0.624
H -0.362 4.363 0.104
H 0.392 3.300 -2.543
H -0.108 4.997 -2.570
H -2.160 4.073 -2.884
H -2.144 3.991 -1.119
H -3.198 2.351 -3.520
H -3.931 0.780 -4.871
H -4.239 -1.530 -5.631
H -3.228 -3.384 -4.314
H -2.061 -2.896 -2.214
H 0.626 3.441 1.761
H 2.104 4.359 1.432
H 2.571 2.645 2.953
H 3.367 2.185 1.447
H 2.230 0.338 2.760
H 1.796 0.436 1.028
H 0.625 1.095 4.330
H -1.173 0.794 5.898
H -3.571 0.661 6.446
H -5.255 0.918 4.644
H -4.521 1.579 2.383
C 4.494 1.093 -6.790
C 4.879 1.168 -5.304
C 6.046 0.203 -5.072
C 5.341 2.591 -4.962
C 3.664 0.835 -4.451
C 2.449 1.477 -4.687
C 1.348 1.164 -3.901
N 1.387 0.290 -2.923
C 2.528 -0.341 -2.683
C 3.691 -0.094 -3.419
C 2.462 -1.358 -1.618
C 3.233 -2.523 -1.664
C 3.045 -3.509 -0.703
C 2.047 -3.278 0.243
C 1.367 -2.070 0.235
N 1.582 -1.125 -0.655
C 3.861 -4.790 -0.656
C 5.037 -4.780 -1.637
C 2.945 -5.972 -1.000
C 4.431 -4.974 0.758
H 5.383 1.190 -7.411
H 3.807 1.889 -7.062
H 4.019 0.139 -7.007
H 6.857 0.448 -5.756
H 5.739 -0.824 -5.260
H 6.432 0.281 -4.058
H 6.188 2.867 -5.589
H 5.646 2.651 -3.919
H 4.540 3.308 -5.125
H 2.352 2.211 -5.473
H 0.387 1.631 -4.073
H 4.596 -0.625 -3.175
H 3.946 -2.664 -2.461
H 1.803 -4.019 0.990
H 0.621 -1.848 0.982
H 4.691 -4.769 -2.668
H 5.632 -5.680 -1.493
H 5.678 -3.918 -1.464
H 2.545 -5.858 -2.005
H 2.110 -6.032 -0.308
H 3.507 -6.903 -0.950
H 5.027 -4.107 1.039
H 5.066 -5.857 0.790
H 3.640 -5.099 1.492
C -3.614 -2.457 5.512
C -2.101 -2.538 5.643
C -1.435 -3.194 4.433
C -0.954 -2.232 3.350
Ge -2.191 -1.503 1.803
C -2.408 -3.158 0.618
C -2.889 -4.410 1.322
C -3.130 -5.586 0.371
C -1.840 -6.154 -0.209
H -3.872 -1.857 4.644
H -4.038 -3.451 5.384
H -4.058 -2.006 6.399
H -1.857 -3.111 6.544
H -1.701 -1.533 5.775
H -2.131 -3.919 4.011
H -0.560 -3.755 4.793
H -0.147 -2.729 2.802
H -0.493 -1.367 3.830
H -3.668 -1.612 2.567
H -1.457 -3.324 0.117
H -3.128 -2.872 -0.146
H -3.826 -4.174 1.834
H -2.160 -4.723 2.072
H -3.774 -5.258 -0.447
H -3.653 -6.382 0.913
H -1.328 -5.405 -0.807
H -2.054 -7.012 -0.846
H -1.171 -6.480 0.587
O -4.340 3.548 0.483
C -3.646 4.029 1.364
N -2.460 3.468 1.845
C -1.858 4.224 2.852
O -0.801 3.928 3.400
C -2.723 5.367 3.039
C -2.670 6.400 3.966
C -3.697 7.321 3.981
C -4.750 7.232 3.061
C -4.803 6.221 2.120
C -3.798 5.264 2.120
H -1.851 6.448 4.670
H -3.692 8.118 4.714
H -5.546 7.960 3.106
H -5.615 6.156 1.412
*
```

Atom charges from the Löwdin analysis, given in e for atoms 1 to 99: number 1, K, carries 0.674; number 2, C, carries -0.083; number 3, N, carries -0.209; number 4, C, carries -0.207; number 5, C, carries -0.147; number 6, C, carries -0.245; number 7, N, carries -0.060; number 8, C, carries -0.133; number 9, C, carries -0.149; number 10, C, carries -0.093; number 11, C, carries -0.150; number 12, C, carries -0.122; number 13, C, carries -0.030; number 14, C, carries -0.387; number 15, O, carries -0.291; number 16, C, carries -0.220; number 17, C, carries -0.151; number 18, C, carries -0.225; number 19, N, carries -0.007; number 20, C, carries -0.152; number 21, C, carries -0.191; number 22, C, carries -0.048; number 23, C, carries -0.105; number 24, C, carries -0.080; number 25, C, carries -0.038; number 26, C, carries -0.280; number 27, O, carries -0.100; number 28, H, carries 0.093; number 29, H, carries 0.070; number 30, H, carries 0.079; number 31, H, carries 0.119; number 32, H, carries 0.104; number 33, H, carries 0.076; number 34, H, carries 0.106; number 35, H, carries 0.109; number 36, H, carries 0.096; number 37, H, carries 0.119; number 38, H, carries 0.094; number 39, H, carries 0.076; number 40, H, carries 0.091; number 41, H, carries 0.088; number 42, H, carries 0.083; number 43, H, carries 0.125; number 44, H, carries 0.111; number 45, H, carries 0.096; number 46, H, carries 0.121; number 47, H, carries 0.072; number 48, H, carries 0.139; number 49, H, carries 0.114; number 50, H, carries 0.100; number 51, H, carries 0.105; number 52, H, carries 0.123; number 53, C, carries -0.050; number 54, C, carries -0.559; number 55, C, carries -0.066; number 56, C, carries -0.042; number 57, C, carries -0.170; number 58, C, carries -0.012; number 59, C, carries -0.125; number 60, N, carries 0.163; number 61, C, carries -0.202; number 62, C, carries 0.042; number 63, C, carries -0.201; number 64, C, carries 0.045; number 65, C, carries -0.162; number 66, C, carries 0.011; number 67, C, carries -0.102; number 68, N, carries 0.129; number 69, C, carries -0.559; number 70, C, carries -0.068; number 71, C, carries -0.038; number 72, C, carries -0.048; number 73, H, carries 0.080; number 74, H, carries 0.073; number 75, H, carries 0.093; number 76, H, carries 0.081; number 77, H, carries 0.088; number 78, H, carries 0.081; number 79, H, carries 0.082; number 80, H, carries 0.088; number 81, H, carries 0.079; number 82, H, carries 0.105; number 83, H, carries 0.106; number 84, H, carries 0.100; number 85, H, carries 0.098; number 86, H, carries 0.111; number 87, H, carries 0.073; number 88, H, carries 0.082; number 89, H, carries 0.080; number 90, H, carries 0.085; number 91, H, carries 0.091; number 92, H, carries 0.079; number 93, H, carries 0.082; number 94, H, carries 0.091; number 95, H, carries 0.080; number 96, H, carries 0.075; number 97, C, carries -0.132; number 98, C, carries -0.271; number 99, C, carries -0.303



Entry 2:
The following is a quantum chemistry calculation of 2 unconnected molecules or ions with the total composition C14H23BClO10PS2 in a non-equilibrium geometry, from the Open Molecules 2025 dataset.

Values from the calculation:
Orbital gap, eV: 6.898

The geometry in ORCA input format:
```
! wB97M-V def2-TZVPD RIJCOSX def2/J DEFGRID3
* xyz 0 1
C 1.081 4.367 -0.424
C 0.135 3.185 -0.019
C -1.252 3.379 -0.757
C -0.127 3.269 1.531
S -0.435 1.561 2.216
C 1.072 1.188 3.197
C 1.380 -0.340 3.298
C 2.639 -0.705 2.455
C 2.375 -0.634 0.926
S 2.062 -2.294 0.202
O 0.764 -2.181 -0.498
O 2.065 -3.350 1.230
Cl 3.535 -2.713 -1.185
P -2.182 1.558 3.481
C -2.724 3.308 3.858
C -3.582 0.883 2.397
H 0.573 5.149 -1.014
H 1.471 4.873 0.485
H 1.956 3.990 -0.987
H 0.543 2.183 -0.229
H -2.052 3.649 -0.043
H -1.542 2.439 -1.265
H -1.213 4.157 -1.535
H 0.760 3.669 2.065
H -0.969 3.949 1.745
H 1.032 1.688 4.180
H 1.917 1.661 2.651
H 1.663 -0.532 4.353
H 0.512 -0.992 3.096
H 3.408 0.064 2.693
H 3.093 -1.661 2.776
H 3.239 -0.210 0.376
H 1.516 0.027 0.721
H -2.826 3.952 2.964
H -2.081 3.826 4.588
H -3.738 3.221 4.302
H -3.478 1.332 1.392
H -4.521 1.221 2.859
H -3.462 -0.209 2.353
B -0.202 -4.456 -4.650
O 0.889 -3.535 -5.033
C 0.560 -2.323 -4.605
O 1.236 -1.339 -4.752
C -0.761 -2.385 -3.919
O -1.341 -1.459 -3.416
O -1.208 -3.634 -3.946
O -0.786 -5.111 -5.836
C -0.644 -6.426 -5.684
O -1.014 -7.249 -6.474
C 0.041 -6.696 -4.389
O 0.323 -7.776 -3.948
O 0.300 -5.539 -3.783
*
```

Taken from the Löwdin analysis, the atomic charges in e are: number 1, C, carries -0.059; number 2, C, carries -0.407; number 3, C, carries -0.055; number 4, C, carries -0.345; number 5, S, carries 0.865; number 6, C, carries -0.381; number 7, C, carries -0.223; number 8, C, carries -0.221; number 9, C, carries -0.247; number 10, S, carries 0.403; number 11, O, carries -0.359; number 12, O, carries -0.360; number 13, Cl, carries 0.401; number 14, P, carries 0.730; number 15, C, carries -0.318; number 16, C, carries -0.280; number 17, H, carries 0.078; number 18, H, carries 0.072; number 19, H, carries 0.089; number 20, H, carries 0.110; number 21, H, carries 0.067; number 22, H, carries 0.091; number 23, H, carries 0.077; number 24, H, carries 0.089; number 25, H, carries 0.074; number 26, H, carries 0.100; number 27, H, carries 0.098; number 28, H, carries 0.122; number 29, H, carries 0.122; number 30, H, carries 0.119; number 31, H, carries 0.118; number 32, H, carries 0.100; number 33, H, carries 0.071; number 34, H, carries 0.035; number 35, H, carries 0.044; number 36, H, carries 0.053; number 37, H, carries 0.040; number 38, H, carries 0.050; number 39, H, carries 0.045; number 40, B, carries -0.880; number 41, O, carries 0.237; number 42, C, carries -0.409; number 43, O, carries 0.131; number 44, C, carries -0.410; number 45, O, carries 0.125; number 46, O, carries 0.238; number 47, O, carries 0.234; number 48, C, carries -0.402; number 49, O, carries 0.151; number 50, C, carries -0.402; number 51, O, carries 0.149; number 52, O, carries 0.230



Entry 3:
The following is a quantum chemistry calculation of 2 unconnected molecules or ions with the total composition ClH2NO2S in a non-equilibrium geometry, from the Open Molecules 2025 dataset.

Values from the calculation:
Orbital gap (spin up / spin down), eV: 7.399 / 8.152
ΔE to the lowest compared entry with this formula, charge and spin, kJ/mol: 360.5

The geometry in ORCA input format:
```
! wB97M-V def2-TZVPD RIJCOSX def2/J DEFGRID3
* xyz 0 1
N 1.067 -0.407 -0.325
O -0.153 0.885 0.209
O 2.076 -0.072 0.318
S -1.668 1.032 -0.084
Cl -2.817 0.021 1.334
H 1.050 -0.281 -1.421
H 0.446 -1.177 -0.030
*
```

Taken from the Löwdin analysis, the atomic charges in e are: number 1, N, carries -0.112; number 2, O, carries -0.685; number 3, O, carries -0.040; number 4, S, carries 0.456; number 5, Cl, carries 0.031; number 6, H, carries 0.201; number 7, H, carries 0.150